Entry 1:
The following is a DFT calculation (ωB97M-V with the def2-TZVPD basis set) of a 7-piece molecular cluster, C18H24NO21 overall.

Summary:
energy relative to the best compared isomer or geometry (same formula, charge and spin) = 0.0 kcal per mole
spin multiplicity = 1
net charge = -1
orbital gap = 9.42 eV
HOMO level = -6.9 eV

Cartesian coordinates (Å):
N -0.97 0.80 1.87
O -1.75 0.44 2.77
O -1.40 1.44 0.94
O 0.21 0.48 1.78
C 0.40 -1.89 3.97
C 0.93 -0.59 4.74
O 2.31 -0.38 4.16
C 2.42 -1.13 3.05
O 3.34 -1.00 2.28
O 1.43 -2.02 2.92
H -0.58 -1.60 3.56
H 0.55 -2.82 4.54
H 1.15 -0.79 5.81
H 0.31 0.32 4.60
C 3.48 1.61 0.16
C 2.12 1.30 -0.44
O 2.47 0.66 -1.66
C 3.73 0.80 -1.99
O 4.20 0.42 -3.00
O 4.39 1.32 -0.97
H 3.72 0.97 0.95
H 3.64 2.65 0.48
H 1.58 2.19 -0.74
H 1.51 0.67 0.20
C -4.27 3.06 2.33
C -3.48 3.01 3.61
O -4.51 2.58 4.52
C -5.74 2.86 4.03
O -6.77 2.76 4.55
O -5.59 3.31 2.75
H -4.31 2.06 1.96
H -4.04 3.76 1.58
H -3.12 3.97 4.06
H -2.71 2.28 3.43
C -0.85 -2.10 -0.21
C 0.68 -2.11 -0.07
O 1.05 -3.43 0.06
C 0.00 -4.30 -0.12
O 0.02 -5.45 -0.09
O -1.10 -3.53 -0.39
H -1.20 -1.69 -1.14
H -1.41 -1.69 0.60
H 1.07 -1.61 0.81
H 1.16 -1.74 -1.01
C 3.31 -1.57 -5.05
C 3.46 -2.22 -3.69
O 2.06 -2.34 -3.31
C 1.38 -1.32 -3.88
O 0.25 -0.96 -3.58
O 2.04 -0.85 -4.97
H 3.17 -2.28 -5.92
H 4.06 -0.84 -5.34
H 4.00 -1.55 -3.04
H 3.95 -3.15 -3.79
C -2.45 0.50 -2.15
C -1.34 1.46 -2.45
O -1.80 2.09 -3.62
C -2.76 1.47 -4.20
O -3.33 1.78 -5.19
O -3.16 0.45 -3.43
H -3.16 0.74 -1.33
H -2.04 -0.42 -1.96
H -0.44 0.91 -2.62
H -1.25 2.24 -1.66

Entry 2:
The following is a DFT calculation (ωB97M-V with the def2-TZVPD basis set) of C2H3N3O2 in the gas phase.

Summary:
energy relative to the best compared isomer or geometry (same formula, charge and spin) = 103.6 kcal per mole
spin multiplicity = 1
orbital gap = 11.44 eV
HOMO level = -11.4 eV

Cartesian coordinates (Å):
C 0.14 -1.23 -0.14
C -0.22 0.30 -0.14
H 2.10 -0.68 0.48
H -0.28 -1.72 -1.00
H -0.38 -1.66 0.72
N -1.19 0.88 -0.83
N -1.42 2.16 -0.26
N -0.51 2.32 0.54
O 1.54 -1.52 -0.16
O 0.22 1.15 0.77

Entry 3:
The following is a DFT calculation (ωB97M-V with the def2-TZVPD basis set) of C5H9NO in the gas phase.

Summary:
energy relative to the best compared isomer or geometry (same formula, charge and spin) = 73.2 kcal per mole
spin multiplicity = 1
orbital gap = 10.48 eV
HOMO level = -9.4 eV

Cartesian coordinates (Å):
C 0.31 -0.50 -1.67
C -0.38 -0.83 -0.34
C 0.59 -1.26 0.79
C 0.43 0.12 1.48
C -0.56 0.49 0.37
N -1.18 1.45 -0.18
O -1.02 2.70 0.40
H 0.89 -1.34 -2.06
H 0.99 0.35 -1.51
H -0.43 -0.18 -2.41
H -1.28 -1.44 -0.46
H 0.25 -2.11 1.39
H 1.60 -1.49 0.42
H 1.34 0.73 1.54
H -0.03 0.07 2.47
H -1.52 3.24 -0.22

Number 1: LUMO level 2.5 eV. Number 2: LUMO level 0.1 eV. Number 3: LUMO level 1.1 eV.